(1)
{"formula": "C18H26N2O", "method": "ωB97M-V/def2-TZVPD", "elements": ["C", "C", "C", "C", "C", "C", "C", "C", "H", "H", "H", "C", "N", "C", "O", "N", "H", "C", "C", "H", "H", "C", "H", "H", "C", "H", "H", "C", "H", "H", "H", "H", "C", "H", "H", "H", "C", "H", "H", "H", "H", "C", "H", "H", "H", "H", "H"], "xyz": [[-1.400, -2.716, -1.542], [-2.254, -2.370, -0.779], [-2.127, -1.060, 0.028], [-1.603, -0.048, -0.474], [-1.471, 0.956, 0.165], [-2.065, 1.067, 1.660], [-2.744, -0.090, 2.282], [-2.815, -1.085, 1.230], [-3.338, -1.944, 1.680], [-3.011, 0.016, 3.111], [-1.972, 2.231, 2.246], [-0.914, 2.433, -0.418], [0.284, 1.699, -1.305], [1.393, 1.223, -0.854], [2.242, 0.991, -1.850], [1.331, 0.556, 0.485], [0.559, 0.414, 0.908], [2.314, -0.486, 0.839], [2.448, -1.592, -0.169], [2.363, -1.350, -1.033], [1.406, -2.313, -0.039], [3.512, -2.317, 0.462], [3.429, -2.952, 1.214], [3.960, -2.976, -0.328], [4.612, -1.124, 0.468], [5.087, -1.455, 1.702], [5.473, -1.433, 0.028], [3.851, 0.175, 0.639], [3.874, 0.483, -0.171], [4.119, 0.657, 1.546], [2.117, -0.582, 1.743], [0.325, 2.348, -2.195], [-0.220, 3.375, 0.730], [0.383, 2.713, 1.399], [-1.085, 3.770, 1.248], [0.372, 4.292, 0.221], [-1.820, 3.053, -1.368], [-1.414, 3.953, -1.389], [-2.718, 3.393, -0.578], [-2.313, 2.506, -1.884], [-1.202, -0.104, -1.298], [-3.790, -3.112, -0.363], [-3.701, -3.801, 0.353], [-4.581, -2.686, -0.530], [-3.867, -3.823, -1.498], [-0.382, -2.220, -1.747], [-1.457, -3.710, -2.192]], "nbo_charge": [-0.42, 0.02, -0.03, -0.32, 0.05, -0.22, -0.16, -0.18, 0.21, 0.17, 0.21, 0.20, -0.65, 0.77, -0.71, -0.64, 0.37, 0.00, -0.34, 0.20, 0.15, -0.41, 0.21, 0.19, -0.35, 0.13, 0.22, -0.38, 0.19, 0.21, 0.18, 0.41, -0.65, 0.25, 0.21, 0.23, -0.64, 0.24, 0.21, 0.22, 0.22, -0.53, 0.20, 0.17, 0.17, 0.22, 0.21], "e_above_lowest_kcal_mol": 490.6, "homo_ev": -8.60, "charge": 0, "e_lumo_ha": 0.023, "molar_mass_g_mol": 286.419}

(2)
{"formula": "C18H26N3OP2Rh", "method": "ωB97M-V/def2-TZVPD", "elements": ["Rh", "O", "C", "N", "C", "C", "C", "C", "C", "C", "N", "C", "C", "C", "C", "C", "N", "H", "H", "H", "H", "H", "H", "H", "H", "H", "H", "C", "P", "C", "C", "C", "P", "C", "C", "H", "H", "H", "H", "H", "H", "H", "H", "H", "H", "H", "H", "H", "H", "H", "H"], "xyz": [[-0.246, 0.322, -0.072], [1.131, 4.062, -1.598], [0.826, 2.908, -1.450], [0.428, 2.375, -0.212], [0.021, 3.349, 0.752], [-0.596, 2.694, 1.953], [-0.858, 3.424, 3.100], [-1.410, 2.778, 4.194], [-1.675, 1.420, 4.110], [-1.396, 0.767, 2.927], [-0.875, 1.389, 1.863], [0.849, 1.899, -2.555], [1.333, 2.263, -3.797], [1.365, 1.300, -4.797], [0.916, 0.023, -4.511], [0.437, -0.250, -3.238], [0.395, 0.669, -2.276], [-0.670, 4.071, 0.298], [0.898, 3.948, 1.035], [-0.626, 4.480, 3.133], [-1.624, 3.326, 5.102], [-2.098, 0.876, 4.942], [-1.602, -0.290, 2.812], [1.676, 3.275, -3.958], [1.738, 1.546, -5.782], [0.928, -0.758, -5.258], [0.071, -1.238, -2.985], [2.409, -0.973, 2.194], [1.599, -1.259, 0.601], [2.912, -1.578, -0.606], [0.697, -2.844, 0.813], [-0.384, -3.101, -0.245], [-1.664, -1.780, -0.251], [-2.654, -2.092, -1.740], [-2.772, -2.241, 1.116], [3.025, -1.823, 2.491], [1.652, -0.796, 2.958], [3.043, -0.089, 2.122], [3.523, -2.430, -0.305], [3.549, -0.697, -0.684], [2.480, -1.780, -1.586], [0.254, -2.810, 1.813], [1.413, -3.670, 0.827], [-0.846, -4.074, -0.066], [0.052, -3.150, -1.247], [-2.942, -3.141, -1.813], [-2.109, -1.806, -2.638], [-3.560, -1.486, -1.690], [-3.247, -3.203, 0.919], [-3.548, -1.485, 1.235], [-2.217, -2.323, 2.050]], "mulliken_spin": [2.52, 0.19, -0.01, 0.73, -0.02, 0.03, 0.01, 0.00, 0.01, 0.00, 0.08, -0.02, 0.00, 0.00, 0.01, 0.00, 0.07, 0.03, 0.05, 0.00, 0.00, 0.00, -0.02, 0.00, 0.00, 0.00, -0.01, 0.00, 0.18, 0.01, 0.03, -0.01, 0.10, 0.00, 0.01, 0.01, 0.00, 0.00, 0.01, 0.00, -0.01, 0.01, 0.00, 0.00, 0.00, 0.00, 0.00, 0.00, 0.00, 0.00, 0.00], "e_above_lowest_kcal_mol": 0.0, "homo_ev": [-14.03, -15.72], "s2": 6.019, "spin_multiplicity": 5, "charge": 2, "e_lumo_ha": [-0.222, -0.324], "molar_mass_g_mol": 465.280}

(3)
{"formula": "C18H26N4O3S", "method": "ωB97M-V/def2-TZVPD", "elements": ["C", "O", "C", "C", "C", "N", "C", "S", "C", "C", "O", "N", "C", "C", "C", "C", "C", "C", "N", "N", "C", "C", "C", "C", "C", "O", "H", "H", "H", "H", "H", "H", "H", "H", "H", "H", "H", "H", "H", "H", "H", "H", "H", "H", "H", "H", "H", "H", "H", "H", "H", "H"], "xyz": [[5.225, 2.997, -1.155], [4.195, 2.131, -0.757], [2.911, 2.618, -1.074], [1.872, 1.608, -0.605], [1.920, 1.449, 0.917], [0.935, 0.502, 1.364], [-0.357, 0.782, 1.694], [-0.996, 2.395, 1.708], [-2.734, 2.050, 2.134], [-3.515, 1.613, 0.893], [-4.190, 2.396, 0.257], [-3.374, 0.312, 0.610], [-3.915, -0.281, -0.598], [-4.119, -1.782, -0.397], [-2.794, -2.537, -0.305], [-1.924, -2.258, -1.527], [-1.676, -0.760, -1.672], [-2.999, -0.012, -1.799], [-1.009, -0.320, 1.978], [-0.163, -1.346, 1.826], [1.001, -0.869, 1.453], [2.139, -1.692, 1.180], [2.247, -3.059, 1.259], [3.569, -3.366, 0.874], [4.166, -2.175, 0.590], [3.312, -1.158, 0.771], [5.137, 3.974, -0.662], [5.218, 3.151, -2.241], [6.160, 2.525, -0.862], [2.743, 3.590, -0.583], [2.822, 2.767, -2.161], [2.081, 0.644, -1.072], [0.881, 1.945, -0.912], [2.912, 1.106, 1.212], [1.704, 2.406, 1.401], [-2.735, 1.293, 2.917], [-3.129, 2.997, 2.499], [-2.714, -0.237, 1.156], [-4.878, 0.212, -0.779], [-4.708, -1.949, 0.507], [-4.691, -2.163, -1.246], [-2.248, -2.248, 0.595], [-2.997, -3.607, -0.233], [-0.973, -2.785, -1.428], [-2.424, -2.628, -2.426], [-1.131, -0.400, -0.797], [-1.057, -0.565, -2.551], [-3.513, -0.335, -2.707], [-2.826, 1.063, -1.875], [1.470, -3.731, 1.555], [4.013, -4.338, 0.816], [5.155, -1.925, 0.261]], "nbo_charge": [-0.24, -0.55, -0.06, -0.42, -0.22, -0.35, 0.18, 0.28, -0.60, 0.66, -0.63, -0.65, -0.05, -0.40, -0.41, -0.40, -0.40, -0.41, -0.36, -0.27, 0.28, 0.21, -0.25, -0.31, 0.10, -0.40, 0.17, 0.17, 0.19, 0.16, 0.17, 0.22, 0.22, 0.25, 0.21, 0.25, 0.26, 0.44, 0.22, 0.21, 0.20, 0.21, 0.21, 0.21, 0.19, 0.19, 0.21, 0.20, 0.22, 0.24, 0.23, 0.21], "e_above_lowest_kcal_mol": 4.1, "homo_ev": -8.06, "charge": 0, "e_lumo_ha": 0.022, "molar_mass_g_mol": 378.498}

(4)
{"formula": "C18H26N6O4", "method": "ωB97M-V/def2-TZVPD", "elements": ["C", "C", "N", "N", "C", "C", "C", "C", "C", "O", "N", "C", "C", "O", "N", "C", "C", "C", "O", "N", "C", "C", "C", "C", "N", "C", "C", "O", "H", "H", "H", "H", "H", "H", "H", "H", "H", "H", "H", "H", "H", "H", "H", "H", "H", "H", "H", "H", "H", "H", "H", "H", "H", "H"], "xyz": [[-0.613, 0.497, -5.826], [0.336, -0.048, -4.810], [1.085, -1.107, -5.068], [1.787, -1.310, -3.940], [1.513, -0.417, -2.966], [2.149, -0.462, -1.618], [0.566, 0.431, -3.497], [-0.087, 1.606, -2.833], [-0.542, 1.354, -1.405], [-0.094, 2.026, -0.482], [-1.461, 0.375, -1.172], [-2.185, -0.320, -2.231], [-3.589, 0.255, -2.347], [-4.111, 0.546, -3.404], [-4.152, 0.429, -1.126], [-3.522, -0.160, 0.046], [-2.075, 0.317, 0.161], [-1.291, -0.594, 1.117], [-1.751, -1.640, 1.534], [-0.055, -0.127, 1.421], [0.672, -0.663, 2.543], [2.168, -0.746, 2.286], [2.844, -1.262, 3.546], [2.612, -0.302, 4.696], [1.213, 0.080, 4.844], [0.903, 0.846, 6.038], [0.327, 0.139, 3.809], [-0.724, 0.749, 3.882], [-0.341, 1.514, -6.116], [-0.597, -0.132, -6.713], [-1.637, 0.529, -5.444], [2.437, -2.075, -3.898], [2.505, 0.526, -1.325], [1.436, -0.790, -0.858], [2.998, -1.147, -1.608], [0.587, 2.461, -2.767], [-0.949, 1.924, -3.426], [-1.680, -0.222, -3.182], [-2.240, -1.387, -1.997], [-5.103, 0.757, -1.092], [-4.067, 0.142, 0.937], [-3.548, -1.250, 0.013], [-2.048, 1.330, 0.567], [0.147, 0.818, 1.111], [0.281, -1.669, 2.716], [2.353, -1.404, 1.436], [2.559, 0.243, 2.024], [2.439, -2.246, 3.798], [3.918, -1.382, 3.399], [2.935, -0.753, 5.637], [3.220, 0.602, 4.552], [-0.174, 0.906, 6.157], [1.342, 0.349, 6.904], [1.302, 1.863, 5.977]], "nbo_charge": [-0.66, 0.16, -0.28, -0.33, 0.17, -0.66, -0.17, -0.52, 0.72, -0.66, -0.43, -0.33, 0.66, -0.61, -0.62, -0.23, -0.15, 0.70, -0.62, -0.63, -0.14, -0.40, -0.41, -0.20, -0.44, -0.41, 0.67, -0.62, 0.22, 0.24, 0.23, 0.40, 0.24, 0.24, 0.22, 0.25, 0.24, 0.26, 0.23, 0.41, 0.23, 0.22, 0.25, 0.43, 0.25, 0.22, 0.20, 0.21, 0.22, 0.20, 0.18, 0.24, 0.20, 0.19], "e_above_lowest_kcal_mol": 3.5, "homo_ev": -8.95, "charge": 0, "e_lumo_ha": 0.020, "molar_mass_g_mol": 390.444}

(5)
{"formula": "C18H26O6", "method": "ωB97M-V/def2-TZVPD", "elements": ["C", "C", "C", "C", "C", "C", "O", "C", "O", "C", "O", "C", "C", "C", "C", "O", "C", "O", "C", "C", "C", "C", "O", "C", "H", "H", "H", "H", "H", "H", "H", "H", "H", "H", "H", "H", "H", "H", "H", "H", "H", "H", "H", "H", "H", "H", "H", "H", "H", "H"], "xyz": [[1.237, 3.904, -1.284], [0.837, 2.696, -0.496], [0.544, 1.495, -1.129], [0.208, 0.377, -0.393], [0.131, 0.411, 0.995], [-0.176, -0.853, 1.786], [-0.778, -0.575, 3.049], [-1.116, -1.813, 1.035], [-2.294, -1.106, 0.667], [-2.661, -1.120, -0.623], [-2.103, -1.767, -1.468], [-3.840, -0.202, -0.872], [-5.008, -0.548, 0.050], [-3.382, 1.245, -0.673], [1.146, -1.586, 2.108], [1.820, -1.946, 0.919], [2.833, -1.155, 0.520], [3.234, -0.221, 1.160], [3.441, -1.614, -0.792], [3.795, -0.383, -1.627], [2.554, -2.585, -1.563], [0.440, 1.618, 1.640], [0.425, 1.782, 2.982], [0.779, 2.737, 0.884], [0.753, 3.910, -2.258], [0.980, 4.817, -0.753], [2.316, 3.898, -1.443], [0.581, 1.430, -2.207], [0.003, -0.539, -0.924], [-1.696, -0.327, 2.881], [-1.406, -2.619, 1.719], [-0.642, -2.248, 0.153], [-4.138, -0.348, -1.914], [-5.323, -1.578, -0.099], [-5.851, 0.105, -0.163], [-4.722, -0.418, 1.090], [-2.538, 1.474, -1.320], [-4.196, 1.926, -0.908], [-3.076, 1.408, 0.358], [0.932, -2.506, 2.658], [1.782, -0.929, 2.710], [4.373, -2.125, -0.517], [4.364, -0.675, -2.506], [2.889, 0.125, -1.945], [4.385, 0.310, -1.034], [2.332, -3.466, -0.968], [3.060, -2.898, -2.473], [1.616, -2.110, -1.840], [0.144, 0.951, 3.405], [1.011, 3.643, 1.422]], "nbo_charge": [-0.63, 0.02, -0.28, -0.14, -0.18, 0.20, -0.73, -0.11, -0.54, 0.82, -0.60, -0.32, -0.60, -0.60, -0.09, -0.52, 0.82, -0.60, -0.32, -0.60, -0.60, 0.34, -0.68, -0.26, 0.22, 0.22, 0.22, 0.21, 0.21, 0.49, 0.20, 0.23, 0.22, 0.21, 0.21, 0.21, 0.22, 0.21, 0.21, 0.20, 0.23, 0.23, 0.21, 0.21, 0.23, 0.22, 0.21, 0.21, 0.50, 0.22], "e_above_lowest_kcal_mol": 0.0, "homo_ev": -8.35, "charge": 0, "e_lumo_ha": 0.024, "molar_mass_g_mol": 338.400}

(6)
{"formula": "C18H27B2Cl6F14N6NiO4S2", "method": "ωB97M-V/def2-TZVPD", "elements": ["Ni", "B", "F", "F", "F", "F", "B", "F", "F", "F", "F", "C", "F", "F", "F", "S", "O", "O", "N", "S", "O", "O", "C", "F", "F", "F", "C", "C", "N", "H", "H", "H", "C", "C", "N", "H", "H", "H", "C", "C", "N", "H", "H", "H", "C", "C", "N", "H", "H", "H", "C", "C", "N", "H", "H", "H", "Cl", "C", "C", "Cl", "H", "H", "H", "H", "Cl", "C", "C", "Cl", "H", "H", "H", "H", "Cl", "C", "C", "Cl", "H", "H", "H", "H"], "xyz": [[1.005, 0.802, 1.822], [3.421, -1.416, 2.081], [3.872, -2.119, 3.139], [4.380, -0.534, 1.595], [2.935, -2.261, 1.090], [2.375, -0.610, 2.480], [2.759, 2.426, 2.999], [1.771, 1.788, 3.656], [2.639, 2.143, 1.708], [2.613, 3.769, 3.136], [3.942, 2.005, 3.422], [-0.905, 2.745, -1.541], [-0.775, 3.539, -2.580], [-1.110, 3.460, -0.456], [-1.942, 1.924, -1.722], [0.715, 1.797, -1.333], [1.086, 1.306, -2.649], [1.630, 2.702, -0.637], [0.585, 0.476, -0.026], [0.197, -0.742, -0.903], [-0.832, -0.471, -1.950], [1.416, -1.439, -1.361], [-0.763, -1.924, 0.321], [-1.292, -3.007, -0.311], [0.092, -2.206, 1.253], [-1.760, -1.279, 0.886], [-2.306, 3.624, 3.368], [-1.395, 2.849, 2.530], [-0.646, 2.237, 1.879], [-2.948, 2.937, 3.919], [-2.825, 4.255, 2.647], [-1.669, 4.204, 4.036], [-1.988, -1.693, 4.865], [-1.014, -1.004, 4.035], [-0.213, -0.474, 3.379], [-1.846, -2.772, 4.931], [-2.983, -1.436, 4.502], [-1.823, -1.193, 5.819], [3.009, 5.292, -0.487], [3.209, 6.713, -0.347], [3.419, 7.861, -0.106], [4.009, 4.900, -0.671], [2.272, 5.130, -1.274], [2.629, 4.767, 0.389], [3.739, -0.283, -3.931], [4.540, 0.597, -4.804], [5.089, 1.362, -5.485], [4.062, -1.314, -4.072], [2.680, -0.228, -4.183], [3.736, 0.121, -2.918], [-1.535, -5.289, 2.001], [-2.539, -4.287, 2.146], [-3.321, -3.426, 2.262], [-0.545, -4.868, 2.180], [-1.505, -5.703, 0.993], [-1.611, -6.047, 2.781], [-2.238, 7.102, -0.540], [-0.885, 7.501, -1.631], [-1.129, 6.834, -2.936], [-2.776, 7.282, -3.596], [0.037, 7.254, -1.105], [-0.818, 8.578, -1.780], [-1.069, 5.761, -2.750], [-0.453, 6.998, -3.775], [1.058, -6.494, -0.099], [1.384, -6.554, -1.866], [0.215, -5.893, -2.661], [-1.178, -6.940, -2.700], [1.602, -7.573, -2.187], [2.291, -6.002, -2.108], [0.432, -5.532, -3.667], [0.009, -4.983, -2.098], [-4.329, -6.726, -0.400], [-3.961, -4.975, -0.502], [-4.508, -4.339, -1.771], [-4.254, -2.610, -1.827], [-2.935, -4.607, -0.485], [-4.426, -4.475, 0.348], [-5.590, -4.440, -1.688], [-4.217, -4.873, -2.676]], "mulliken_spin": [1.85, 0.01, 0.00, 0.00, 0.00, 0.02, -0.01, 0.02, 0.03, 0.00, 0.00, 0.00, 0.00, 0.00, 0.00, 0.01, 0.00, 0.00, 0.03, 0.00, 0.01, 0.00, 0.00, 0.00, 0.00, 0.00, 0.00, -0.01, 0.03, 0.00, 0.00, 0.00, 0.00, 0.00, 0.02, 0.00, 0.00, 0.00, 0.00, 0.00, 0.00, 0.00, 0.00, 0.00, 0.00, 0.00, 0.00, 0.00, 0.00, 0.00, 0.00, 0.00, 0.00, 0.00, 0.00, 0.00, 0.00, 0.00, 0.00, 0.00, 0.00, 0.00, 0.00, 0.00, 0.00, 0.00, 0.00, 0.00, 0.00, 0.00, 0.00, 0.00, 0.00, 0.00, 0.00, 0.00, 0.00, 0.00, 0.00, 0.00], "homo_ev": [-8.07, -8.02], "s2": 2.003, "spin_multiplicity": 3, "charge": -1, "e_lumo_ha": [0.056, 0.052], "molar_mass_g_mol": 1014.593}